{"formula": "C27H44N3O13PS4", "method": "the ωB97M-V functional and the def2-TZVPD basis", "smiles": "CC(=O)N(C)c1ccc(P(=N)(O)O)c2c1C(=O)NC2=O.O=S1(=O)CCCC1.O=S1(=O)CCCC1.O=S1(=O)CCCC1.O=S1(=O)CCCC1", "spin_multiplicity": 1, "homo_lumo_gap_ev": 7.61, "species": ["C", "H", "H", "C", "H", "H", "H", "C", "H", "C", "C", "C", "O", "C", "H", "H", "O", "H", "O", "H", "H", "O", "C", "H", "H", "H", "S", "C", "H", "N", "H", "C", "H", "C", "O", "C", "C", "P", "O", "C", "S", "H", "H", "H", "O", "H", "H", "C", "C", "C", "S", "H", "H", "H", "O", "H", "N", "H", "S", "N", "H", "C", "H", "C", "H", "C", "H", "H", "H", "O", "C", "C", "H", "C", "H", "O", "H", "H", "C", "O", "H", "H", "O", "C", "H", "C", "C", "H", "H", "O", "H", "H"], "xyz": [[3.734753, 2.699737, -5.642561], [1.346011, -2.397379, 3.115564], [-2.301093, -7.883297, 4.094412], [2.897528, 2.599459, 0.846560], [-2.502316, 0.297469, -8.958686], [3.306847, 5.587232, -0.031175], [0.657359, -7.447694, 6.155000], [-5.531446, -1.258416, 5.848588], [-3.840624, 1.431964, -9.132171], [3.084913, 1.043071, 0.679445], [-1.034107, -6.107117, 5.830602], [-3.281164, -1.614287, 4.901935], [-0.594125, -9.575511, 5.169794], [-4.162762, -0.606343, 5.641524], [-0.846093, 0.649388, -6.886689], [3.606826, 3.619642, -7.591642], [6.237933, 2.447433, -6.402866], [-2.368329, 3.265867, -9.583331], [0.358385, 2.713624, 5.365148], [5.036153, 1.209422, -8.362032], [-3.004220, -6.383575, 6.674570], [0.636879, 2.079807, -8.526634], [1.703099, 2.096515, 3.254798], [4.351647, -0.151797, -7.429272], [-5.456913, -2.038519, 6.613277], [-3.320846, 2.458055, -6.958729], [-0.621999, 2.656644, -8.106767], [2.184922, 3.055793, 2.137370], [2.706420, -1.054999, 1.640430], [1.645302, 4.347661, 4.044809], [0.273305, 3.510819, -2.046152], [4.395709, 0.933915, -7.522281], [-4.278106, 0.297506, 5.034347], [-0.364533, -7.304719, 6.507903], [-1.957167, -9.256113, 7.278543], [-5.901550, -1.876913, 4.507171], [2.999316, 1.546538, -7.657094], [1.232601, -0.585632, 4.444210], [-4.215657, -2.341147, 2.536090], [-2.522946, -6.431107, 5.692115], [-1.346817, -8.737026, 6.075987], [-6.689801, -2.625805, 4.581864], [-6.280362, -0.534454, 6.176554], [-3.560897, -8.321554, 5.286731], [1.639235, 5.595464, 1.946322], [4.931065, 4.887992, -0.499469], [-0.372013, -7.205444, 7.594723], [-2.833327, 1.314927, -8.726511], [2.400891, 3.636868, -1.326941], [4.031088, 4.719770, 0.207750], [-4.389832, -2.637304, 3.940824], [2.267116, 0.908423, -7.153563], [4.360908, 4.731617, 1.303613], [2.031974, 3.326957, -6.841806], [1.959569, -0.139070, 5.914261], [-2.577099, -1.119013, 4.235243], [-0.371747, -0.419807, 4.456303], [-0.600349, -5.956053, 4.836610], [5.105935, 1.627879, -6.033795], [3.370776, 3.456634, -0.233232], [-0.871546, -5.190036, 6.401523], [0.844220, 3.949627, -1.159245], [0.518540, 3.477228, -0.161262], [-1.332747, 1.626093, -6.835358], [-3.300336, 0.711118, -6.679359], [1.812454, 4.535123, 2.578164], [-1.168715, 2.076481, -5.856603], [-2.742620, -2.260148, 5.597174], [-0.634281, 0.277038, 3.726758], [-4.334819, -3.987727, 4.456666], [1.087654, 3.016732, 4.399427], [2.566464, 0.063343, 1.796049], [-3.031716, -5.725381, 5.032245], [3.033767, 2.917097, -6.977498], [3.573628, 0.635942, -0.265612], [2.850638, 3.486487, -2.504855], [2.702753, 1.621640, -8.702064], [-1.388087, 1.926151, -10.243087], [-1.867186, 2.325249, -9.348487], [-0.737218, 4.036593, -7.695613], [0.742341, 5.098321, -1.153871], [4.100415, 3.622740, -5.193853], [1.628222, -2.197261, 4.044563], [-2.805215, 1.525912, -7.211445], [1.135598, 5.112184, 4.530791], [1.875435, 0.569169, 3.102148], [-2.587379, -7.852114, 5.148048], [-3.709625, -0.308222, 6.589376], [2.609592, 0.571997, 5.675315], [5.197291, 0.596595, -5.023177], [-6.180024, -1.108387, 3.782716], [3.087531, 2.170701, -4.939912]], "forces_ev_per_a": [[-0.32, 0.31, -0.03], [-0.03, 0.46, 1.24], [0.02, -0.07, 0.10], [-1.40, -2.95, 2.10], [-0.02, 0.09, 0.03], [1.23, -1.11, 0.89], [-0.12, -0.19, 0.11], [0.01, 0.01, 0.17], [0.12, -0.01, 0.02], [-2.05, 1.17, 3.31], [0.00, 0.16, -0.10], [0.18, 0.29, 0.18], [-0.15, -0.10, 0.41], [-0.04, 0.17, 0.08], [0.03, 0.11, -0.02], [-0.05, -0.02, 0.07], [0.02, -0.27, 0.22], [0.16, -0.01, 0.09], [2.87, 1.49, -3.54], [0.05, 0.01, 0.17], [0.00, -0.03, -0.09], [-0.86, 0.59, -0.07], [1.40, -0.75, -2.92], [0.20, 0.11, 0.07], [-0.05, 0.04, -0.07], [0.06, -0.08, 0.03], [-0.06, -0.13, -0.07], [0.30, -2.18, -0.49], [-0.13, 1.75, 0.27], [-2.30, -0.01, -0.46], [1.00, 0.63, 1.32], [-0.18, -0.22, -0.39], [0.01, -0.08, 0.05], [0.40, 0.49, 0.14], [0.22, -0.13, -0.21], [-0.47, 0.11, 0.23], [0.29, -0.13, -0.03], [-2.88, 0.31, -0.65], [0.00, -0.46, 0.16], [-0.10, 0.17, -0.01], [-0.05, -0.11, -0.30], [0.13, -0.04, -0.14], [0.04, -0.09, -0.02], [0.16, -0.13, 0.02], [0.78, -3.77, 2.28], [-1.25, -0.35, 1.39], [-0.05, -0.15, -0.09], [-0.13, -0.21, -0.03], [0.87, -0.98, -4.71], [0.33, 1.63, -1.48], [0.07, 0.48, -0.07], [0.10, 0.06, -0.07], [-0.63, -0.24, -1.73], [0.15, 0.00, -0.02], [0.02, -0.74, -3.16], [0.01, -0.33, 0.09], [2.50, 0.05, -0.57], [-0.05, -0.01, 0.08], [-0.19, -0.02, 0.19], [-1.56, -0.66, 1.99], [0.02, -0.09, -0.06], [1.03, -0.14, 0.81], [0.15, 1.00, -1.57], [-0.22, -0.25, 0.35], [0.05, 0.09, -0.03], [-0.28, 0.04, 0.13], [0.15, 0.06, -0.13], [-0.03, -0.01, -0.17], [0.30, -0.60, 0.91], [-0.03, 0.01, -0.34], [-0.03, -0.76, 0.49], [-0.17, 3.56, 0.00], [0.04, -0.12, 0.15], [0.04, 0.03, -0.09], [-0.72, 0.68, 1.51], [-1.61, 0.90, 4.51], [0.18, -0.10, 0.22], [0.10, 0.19, 0.12], [-0.40, -0.11, -0.44], [0.32, -0.22, -0.10], [0.01, -1.85, 0.19], [0.10, -0.19, 0.09], [0.40, 2.52, 0.42], [-0.17, 0.06, 0.02], [0.57, -0.58, -0.54], [1.94, 2.42, -2.47], [-0.31, 0.28, -0.13], [0.00, -0.02, -0.13], [-0.60, -0.87, 0.46], [0.35, 0.20, -0.13], [0.07, -0.11, -0.01], [0.15, 0.05, 0.01]], "mulliken_charge": [-0.58, 0.31, 0.37, -0.25, 0.30, 0.34, 0.35, -0.59, 0.32, -0.67, -0.62, -0.19, -0.67, -0.66, 0.36, 0.28, -0.67, 0.35, -0.52, 0.35, 0.30, -0.59, 0.26, 0.38, 0.29, 0.32, 1.12, 0.58, 0.22, -0.22, 0.26, -0.71, 0.28, -0.68, -0.66, -0.76, -0.44, 1.01, -0.72, -0.29, 1.14, 0.39, 0.35, 0.42, -0.53, 0.25, 0.36, -0.61, 0.21, -0.81, 1.14, 0.14, 0.32, 0.18, -0.53, 0.12, -0.55, 0.30, 1.17, 0.28, 0.32, -0.61, 0.22, -0.68, 0.34, 0.06, 0.40, 0.27, 0.26, -0.65, 0.25, -0.59, 0.16, -0.54, 0.46, -0.52, 0.44, 0.33, -0.69, -0.68, 0.25, 0.41, -0.54, -0.63, 0.34, 0.07, -0.76, 0.34, 0.38, -0.68, 0.35, 0.30]}